No. 1
Formula: C42H111N9O12
Source: the OMol25 dataset
Level of theory: ωB97M-V with the def2-TZVPD basis set

Last column: Löwdin charge in e.
Atoms and positions in Å:
H: -1.21972 -25.14361 5.17057  0.09
C: 3.41304 -25.28322 3.96055  -0.44
H: 8.44516 -28.08564 11.05408  0.12
H: 0.42075 -26.16640 13.87978  0.13
H: 7.09350 -19.39680 13.51370  0.09
H: 5.21014 -21.78580 15.90087  0.07
H: 8.65401 -24.16549 5.98777  0.09
H: 4.13691 -23.84385 16.40186  0.14
H: -1.94857 -24.73361 6.81471  0.09
C: 6.07157 -23.96884 14.40980  -0.06
H: 1.18988 -20.23735 6.76465  0.08
C: 1.77555 -29.32798 8.39934  -0.42
H: 8.57964 -26.33827 9.35252  0.07
C: 8.06999 -30.88566 8.49296  -0.29
C: 1.17287 -26.54551 13.14253  -0.18
H: 1.50358 -29.47048 7.32805  0.14
N: 8.96169 -19.49350 8.15386  -0.06
H: 5.50432 -25.43507 4.59113  0.08
C: 2.96205 -28.36324 8.51835  -0.06
H: 6.30691 -24.35856 15.41365  0.08
O: 5.28842 -19.93964 7.31511  -0.20
H: 3.93736 -21.41123 15.04436  0.05
H: 1.88678 -24.01128 12.41036  0.05
H: 1.08495 -27.65428 13.07875  0.14
H: -0.76390 -22.74237 8.06264  0.15
C: -0.02319 -23.86291 6.35705  -0.48
H: 7.41346 -28.80564 6.07856  0.07
H: 1.06002 -31.29075 8.72600  0.13
C: 10.16157 -29.36546 11.17925  -0.20
O: 6.11531 -24.62086 10.50161  -0.21
H: 3.45968 -33.20365 7.54801  0.09
H: 7.94751 -19.68995 6.43531  0.09
N: 0.73031 -24.88063 7.07538  0.07
C: 6.86021 -19.89085 12.55423  -0.15
H: 0.47843 -24.84781 8.04494  0.06
H: -0.23046 -29.43606 9.04824  0.08
N: -0.28204 -26.30486 11.15163  0.02
H: -0.33262 -24.14041 2.10319  0.08
C: 9.41934 -20.85487 8.39056  -0.20
H: 3.78261 -28.67790 7.85578  0.07
H: 1.25136 -23.58668 17.01621  0.10
O: 7.95148 -29.69669 7.85162  -0.18
O: 1.27054 -24.97716 2.96583  -0.20
H: 6.53156 -24.74763 8.44270  0.11
H: 3.81407 -25.04234 15.09041  0.09
H: 7.66590 -18.13758 7.11993  0.12
C: 9.59875 -26.16369 9.57055  -0.06
H: 4.21377 -21.12258 6.14574  0.09
H: -2.06247 -23.59723 5.51021  0.07
H: -1.23063 -26.21547 11.61335  0.09
C: 4.79348 -18.87185 12.18329  -0.19
C: 4.74992 -23.17128 14.45929  -0.39
H: 3.42229 -27.57414 12.64266  0.08
H: 7.25006 -31.52843 8.45574  0.09
H: 0.48102 -20.47661 8.42449  0.09
H: 5.96827 -24.78132 13.70841  0.06
H: 4.05924 -17.97810 8.36233  0.11
H: 7.79462 -15.91050 7.66749  0.08
H: 7.93887 -30.40373 5.96870  0.09
H: 0.57687 -24.36445 15.52500  0.05
H: 5.37681 -24.98214 2.93508  0.09
H: 9.72768 -27.32423 11.87526  0.12
H: 6.83390 -20.95361 8.24309  0.09
H: 5.49024 -20.46083 5.26318  0.08
C: 4.64177 -15.81377 8.42613  -0.22
C: 2.83209 -32.73019 8.30200  -0.13
H: 6.94403 -14.40948 8.31640  0.09
H: 1.73686 -24.73842 7.05492  0.03
H: 8.07692 -22.83384 5.02535  0.09
H: 6.26406 -19.38992 8.98065  0.11
H: 10.13996 -25.90993 8.70960  0.07
C: 0.91896 -24.30559 12.06444  -0.05
H: 1.81280 -33.11675 8.25002  0.08
C: 0.53713 -24.68552 1.75778  -0.08
H: 1.89975 -26.06672 5.08392  0.03
C: 5.67836 -24.69779 9.14922  -0.17
H: 4.32453 -15.57897 7.40459  0.12
H: 3.31818 -24.32022 4.44129  0.12
O: 2.39959 -23.56415 15.20646  -0.21
H: 6.70878 -22.66342 10.62460  0.06
C: 1.24527 -20.76875 7.69858  -0.06
H: 5.32733 -17.32878 10.33635  0.08
C: 9.53770 -28.02405 11.04312  -0.26
H: 9.49259 -21.07081 6.28597  0.10
N: 2.83180 -26.34668 4.84355  0.07
H: 6.92882 -23.33199 14.23088  0.06
H: 6.47987 -20.89956 12.93635  0.08
C: 3.77427 -23.97266 15.33496  -0.21
O: 2.92704 -31.35095 8.06640  -0.20
H: 4.52741 -14.89933 9.07470  0.14
H: 6.35785 -30.09939 6.74250  0.09
H: 3.90279 -19.28127 10.29699  0.12
C: 1.45144 -24.17112 16.08096  -0.09
H: 5.17921 -25.64290 9.00190  0.11
N: 4.86550 -21.76335 14.95592  0.06
O: 1.15897 -22.17933 7.33945  -0.24
C: 7.71602 -19.23370 7.38195  -0.16
C: -1.38735 -24.34906 5.93699  -0.07
N: 9.87929 -30.10974 9.93082  -0.04
H: 2.81171 -16.83392 9.01873  0.12
H: 4.37463 -23.21707 13.45357  0.11
H: 0.61206 -23.54401 5.50731  0.14
H: 10.41607 -20.84337 8.75110  0.10
H: 3.18394 -23.26588 7.35708  0.04
H: 9.87917 -29.43321 9.16250  0.09
H: 2.40560 -30.66378 9.96791  0.14
C: 2.61816 -25.31406 2.66880  -0.22
H: 1.18978 -24.15270 1.02725  0.09
C: 5.29083 -20.89939 6.21809  -0.06
H: 1.69555 -26.08681 11.07216  0.13
H: 8.00469 -23.80046 10.15056  0.07
C: 9.37884 -21.69312 7.11813  -0.19
H: 3.22602 -32.90402 9.36203  0.11
H: -0.76370 -21.81857 6.52577  0.13
C: 8.49828 -30.69569 9.92657  -0.20
C: -0.18146 -22.57492 7.09577  -0.24
H: 4.42833 -26.71506 13.67112  0.10
O: 10.14747 -27.43772 9.92331  -0.20
H: 2.19928 -20.61330 8.19446  0.07
O: 6.05686 -19.30156 11.56027  -0.21
H: 8.51732 -31.70282 10.47006  0.14
H: 5.90303 -21.73130 6.45221  0.04
H: 11.22000 -29.25747 11.33270  0.11
C: 7.11946 -23.63522 10.77119  -0.08
O: 8.20459 -22.50250 7.07807  -0.23
H: 7.43681 -23.75373 11.84549  0.09
H: 0.35670 -27.86015 9.02613  0.05
H: 0.14866 -25.59728 1.31355  0.08
H: 0.55978 -23.72053 11.19533  0.09
H: 6.92759 -23.66245 6.09746  0.07
H: 7.78489 -30.11147 10.49565  0.10
H: 10.25119 -22.41127 7.05977  0.14
H: 4.90407 -26.65162 3.34483  0.09
H: 8.85755 -21.42399 9.17764  0.12
H: 8.89561 -31.54015 7.98563  0.16
C: 7.96925 -23.30544 5.98700  -0.14
H: 0.31178 -24.04394 12.94189  0.08
H: 9.74693 -29.92851 11.97885  0.11
C: 2.01987 -30.72557 8.92082  -0.26
C: 6.86043 -15.35828 7.77838  -0.11
N: 0.60612 -28.83451 9.22257  0.02
H: 2.67664 -26.28976 2.27522  0.12
H: 5.23212 -22.57464 8.77038  0.13
O: 6.00592 -16.22321 8.50243  -0.23
C: 3.92138 -17.04667 8.97763  -0.17
H: 4.22472 -19.78511 12.59382  0.14
C: 3.87371 -18.46868 11.06034  -0.26
C: 0.95765 -25.79332 11.87251  -0.44
H: 2.61824 -27.34254 8.15300  0.08
H: -0.17300 -27.29886 11.05408  0.02
H: 2.97189 -24.63132 1.92982  0.11
H: 2.86242 -18.33349 11.43566  0.12
C: 3.63286 -23.33789 9.91301  -0.05
O: 2.41778 -26.27423 13.84107  -0.22
H: 1.92008 -25.10517 16.35194  0.08
H: 3.24717 -26.40929 5.76982  0.05
H: 4.96260 -18.05772 12.93713  0.14
C: 7.35967 -29.71792 6.59340  -0.09
H: 4.57115 -23.73699 6.74774  0.03
C: 4.83451 -25.59601 3.69190  -0.09
H: 3.78163 -25.78052 12.32537  0.09
H: 2.85811 -22.58471 9.62346  0.08
H: 7.80792 -19.95276 12.09717  0.06
N: 3.95149 -23.91025 7.51433  0.08
H: 8.81819 -19.04097 9.03772  0.09
C: 6.50167 -19.92093 8.05967  -0.20
H: 3.35079 -28.32247 9.56563  0.08
H: 9.76867 -25.46380 10.40492  0.09
C: 4.62861 -23.53493 8.79663  -0.38
H: 4.14139 -22.96893 10.80830  0.07
H: 3.13667 -24.29357 10.10111  0.07
C: 3.51256 -26.57936 13.03344  -0.13
N: 4.31389 -17.23086 10.45396  -0.05
H: 6.48267 -15.02711 6.81504  0.08

Properties
E_HOMO = -8.48 eV
Energy = -3062.137915 Ha
Largest force on an atom = 3.78 eV/A
HOMO-LUMO gap = 9.105 eV
LUMO energy = 0.6 eV
SMILES = COC[C@H](C)N.COC[C@H](C)N.COC[C@H](C)N.COC[C@H](C)N.COC[C@H](C)N.COC[C@H](C)N.COCCNCCOC.COCCNCCOC.COCCNCCOC
ΔE to the lowest compared entry with this formula, charge and spin = 2.541 eV

No. 2
Formula: C42H111NO14
Source: the OMol25 dataset
Level of theory: ωB97M-V with the def2-TZVPD basis set

Last column: Löwdin charge in e.
Atoms and positions in Å:
H: -16.50127 12.02088 -13.14974  0.14
C: -10.42203 11.77563 -21.35345  -0.06
C: -12.29770 16.34298 -12.55253  -0.05
H: -8.34915 20.61633 -11.31814  0.08
C: -10.96727 14.28260 -15.88331  -0.17
C: -8.57870 19.07842 -12.89430  -0.48
H: -11.41384 20.16260 -19.22091  0.07
H: -12.26682 11.15463 -17.05838  0.09
H: -16.56054 15.92767 -16.71529  0.13
H: -13.80461 16.06951 -20.38281  0.08
H: -9.78967 20.76801 -12.37127  0.08
C: -7.52876 12.14206 -16.22385  -0.05
O: -13.60287 11.08366 -15.48613  -0.18
H: -18.38462 15.53876 -14.33679  0.08
C: -4.15269 16.61471 -14.05668  -0.04
H: -9.72861 19.53862 -11.13483  0.08
H: -3.14822 16.82670 -14.42712  0.08
C: -15.94700 9.99219 -13.54077  -0.06
H: -8.95770 16.38458 -19.56976  0.05
H: -8.59409 11.06302 -18.69709  0.10
H: -15.56629 5.89762 -17.09618  0.08
C: -11.35550 17.36280 -21.18815  -0.05
H: -12.40150 17.43076 -12.50282  0.08
O: -7.51021 17.54990 -21.53945  -0.04
C: -9.11754 20.06968 -11.86547  -0.05
H: -12.65378 9.75514 -14.16879  0.09
H: -13.56327 13.57196 -15.61864  0.11
H: -14.47448 15.64079 -11.12026  0.08
C: -15.74946 6.91678 -16.74421  -0.05
H: -12.29962 23.59081 -18.04514  0.08
O: -8.09864 17.93352 -12.16370  -0.06
H: -12.35690 21.84805 -17.63955  0.08
C: -14.77047 15.81289 -12.15638  -0.04
H: -9.74548 15.59135 -17.15609  0.11
H: -6.51415 18.32064 -13.92474  0.03
C: -16.99848 11.07472 -13.38886  -0.44
N: -11.94246 13.98045 -16.95027  -0.03
H: -14.24453 9.26733 -14.94031  0.04
C: -11.09521 6.56687 -13.15473  -0.06
H: -9.83241 19.42963 -14.53979  0.09
H: -18.66587 11.98028 -14.51890  0.07
H: -11.89036 15.98450 -11.60540  0.09
H: -9.90997 10.91414 -21.79463  0.08
O: -6.62133 12.57572 -18.35198  -0.07
H: -11.71182 8.12229 -10.06237  0.08
H: -12.27869 14.88983 -17.24830  0.10
H: -11.12863 17.70742 -22.19848  0.09
C: -17.81392 16.20111 -14.99825  -0.06
H: -10.67613 9.62199 -19.89575  0.08
H: -15.16736 10.13511 -12.78946  0.09
H: -17.22568 11.45096 -15.38323  0.08
H: -13.45937 14.64496 -21.30913  0.07
H: -12.42512 9.68930 -19.47231  0.08
C: -10.26661 15.60279 -16.19462  -0.21
H: -8.04330 13.80797 -17.45810  0.12
H: -10.04514 18.28349 -16.68616  0.07
H: -7.77683 19.49497 -13.50830  0.12
C: -6.48224 18.78743 -19.65331  -0.05
C: -13.02495 13.14439 -16.47441  -0.19
O: -11.82722 22.38254 -20.40376  -0.06
H: -6.74525 19.36314 -18.76037  0.07
C: -10.53830 20.80932 -19.15070  -0.06
H: -11.70005 8.88113 -11.71541  0.08
H: -10.73579 12.28946 -22.27040  0.08
H: -15.19637 16.81075 -12.26275  0.09
O: -17.80122 10.65543 -12.24904  -0.07
H: -12.12044 6.40910 -13.49877  0.07
H: -9.65188 12.35255 -20.84893  0.05
H: -7.16495 16.51576 -15.92625  0.06
H: -18.21429 7.85335 -19.03492  0.08
H: -10.77948 17.44281 -18.06741  0.07
H: -7.93667 16.97803 -18.27129  0.06
H: -11.07250 5.98531 -11.17917  0.13
C: -7.84062 12.73854 -17.59203  -0.46
H: -9.00791 6.72247 -11.13159  0.09
H: -7.34315 18.17344 -11.61815  0.09
H: -12.89256 7.69718 -11.34179  0.08
H: -12.57908 21.79594 -20.25450  0.08
H: -7.12873 18.23499 -22.09431  0.09
C: -9.66316 18.60645 -13.84858  -0.04
H: -6.85449 16.06949 -14.24229  0.09
H: -10.00774 20.55867 -18.22205  0.08
H: -18.29200 6.61519 -17.85190  0.08
H: -10.19516 13.53064 -15.73841  0.10
H: -18.44052 14.62605 -17.35785  0.08
H: -11.52508 14.42685 -19.85600  0.04
H: -6.18576 19.62987 -20.28943  0.07
C: -5.21629 17.20460 -14.97233  -0.46
H: -8.45449 11.85725 -15.72474  0.07
H: -13.67871 16.11691 -22.21598  0.08
H: -6.82906 12.75668 -19.27536  0.08
H: -16.03072 9.41206 -16.86334  0.07
H: -15.32424 15.38939 -14.93342  0.04
H: -13.76059 12.99373 -17.27252  0.12
C: -7.70133 18.00716 -20.21589  -0.50
C: -10.88417 6.95421 -11.65519  -0.51
H: -6.95819 12.87055 -15.64286  0.07
H: -9.19603 17.67823 -14.18349  0.07
H: -13.05123 16.24690 -14.85064  0.07
C: -7.97328 16.81407 -19.34979  -0.06
H: -10.12720 22.89641 -19.51199  0.14
C: -11.85800 7.97029 -11.12915  -0.06
H: -11.56044 14.45043 -14.97191  0.11
H: -12.48032 11.19504 -21.37981  0.13
H: -15.53433 15.07450 -12.39610  0.07
C: -16.37062 7.73866 -17.89614  -0.50
O: -15.98477 14.67759 -15.10871  -0.09
C: -13.28598 15.72675 -21.27763  -0.05
H: -8.52808 18.72435 -20.26727  0.10
C: -17.92883 11.17914 -14.58466  -0.05
H: -10.70011 5.54607 -13.20568  0.07
C: -17.77406 14.20110 -16.60023  -0.06
H: -18.34751 13.56576 -15.93214  0.05
H: -9.76060 11.91921 -17.62178  0.06
H: -5.66316 18.09839 -19.46039  0.08
C: -17.59038 7.12195 -18.51753  -0.06
H: -10.44542 17.44134 -20.59509  0.04
C: -6.38179 16.25081 -15.21934  -0.06
C: -11.78518 15.91995 -21.16124  -0.47
H: -5.99560 15.26108 -15.48260  0.07
H: -18.44038 10.25463 -14.84434  0.09
H: -18.61687 11.16193 -12.30372  0.07
C: -10.97951 22.26951 -19.24698  -0.48
H: -4.27866 17.07401 -13.07846  0.08
H: -14.79956 7.36202 -16.42920  0.06
O: -11.21173 16.65353 -16.20097  -0.21
C: -10.94082 17.75660 -17.03017  -0.09
H: -11.45418 16.22575 -13.24303  0.06
C: -13.56183 15.66093 -13.04172  -0.47
C: -13.28896 9.77231 -15.05738  -0.11
H: -11.79479 18.43053 -17.01349  0.09
H: -11.01222 22.84433 -17.18498  0.08
O: -5.71860 18.44368 -14.45205  -0.07
C: -11.72635 22.66565 -17.99813  -0.07
C: -12.54731 11.72280 -16.16471  -0.22
H: -11.24552 15.32388 -21.90489  0.14
C: -16.98668 15.31063 -15.91557  -0.48
C: -8.95550 12.02971 -18.35680  -0.05
C: -11.72447 11.43184 -20.62835  -0.43
H: -12.61682 12.43900 -19.13772  0.07
H: -4.89957 17.52571 -15.96887  0.13
H: -15.44780 10.08609 -14.50882  0.02
H: -17.14273 13.54600 -17.20394  0.08
H: -9.36242 12.67888 -19.13283  0.06
H: -7.30393 15.96442 -19.51273  0.09
H: -10.55404 7.14961 -13.89836  0.07
H: -12.71581 9.23665 -15.82513  0.09
O: -16.71163 9.01584 -17.41379  -0.05
H: -18.63355 16.71009 -15.51961  0.08
H: -16.27678 6.84317 -15.78983  0.08
H: -4.17750 15.52689 -13.98118  0.07
H: -13.31028 14.60503 -13.20431  0.13
H: -17.25257 6.41195 -19.27722  0.08
H: -10.60738 18.42598 -13.34050  0.06
H: -11.62469 11.82796 -15.57736  0.12
H: -12.13075 18.03313 -20.81182  0.08
C: -11.51329 10.26466 -19.63188  -0.04
O: -9.56451 7.42476 -11.47549  -0.04
H: -16.35358 8.99007 -13.41619  0.09
H: -9.75219 20.54002 -19.85795  0.06
O: -11.28043 15.36360 -19.92229  -0.09
H: -17.26486 16.92544 -14.40299  0.07
O: -12.10659 12.60662 -19.93592  -0.08
H: -11.22940 10.70793 -18.67191  0.03
O: -13.87219 16.19315 -14.34733  -0.08
H: -6.82925 11.30730 -16.27771  0.09
H: -9.52964 15.78571 -15.40674  0.11
H: -15.58260 7.78994 -18.66582  0.13

Properties
E_HOMO = -9.09 eV
Energy = -2774.775762 Ha
Largest force on an atom = 1.94 eV/A
HOMO-LUMO gap = 9.560 eV
LUMO energy = 0.5 eV
ΔE to the lowest compared entry with this formula, charge and spin = 0.120 eV